(1)
A 9-piece molecular cluster, C22H45Br16ClNO overall in a non-equilibrium geometry. Source: the Open Molecules 2025 dataset; level of theory: the ωB97M-V functional and the def2-TZVPD basis.

- Net charge: -1
- Gap between HOMO and LUMO: 3.4 eV
- E_HOMO: -2.08 eV
- LUMO level: 0.0470 Ha

Last column: Löwdin charge in e.
Geometry (Å):
C 1.6609 1.4934 -1.1434  -0.131
O 0.9126 0.2683 -0.7639  -0.279
C 0.0851 0.5078 0.4440  -0.211
C 0.9515 -0.0309 1.7551  -0.159
C 1.4345 1.1722 2.7588  -0.231
C 3.0401 1.5020 2.7287  -0.226
C 4.0191 0.2253 3.0497  -0.429
N 5.1229 0.2553 1.9809  -0.675
Cl 5.2147 -1.2766 1.1837  0.204
H 1.1710 1.9596 -2.1241  0.094
H 2.7614 1.2011 -1.4194  0.103
H 1.7219 2.2963 -0.2904  0.052
H -0.2102 1.6461 0.5572  0.118
H -0.9338 -0.0830 0.2951  0.042
H 0.2500 -0.7558 2.3849  0.054
H 1.8509 -0.6708 1.3441  0.117
H 0.8863 2.1618 2.3773  0.094
H 0.9987 0.9988 3.8561  0.107
H 3.3230 1.9352 1.6671  0.075
H 3.2319 2.2913 3.6036  0.101
H 3.4781 -0.8123 3.1061  0.069
H 4.5695 0.4165 4.0730  0.073
Br 11.1072 2.1052 1.6273  0.568
C 9.9163 0.7703 2.4055  -0.725
C 8.5190 1.3189 2.5777  -0.699
Br 8.4119 2.5032 4.1239  0.564
H 10.3733 0.4427 3.3431  0.004
H 9.9193 -0.0611 1.6948  0.053
H 7.8114 0.5123 2.7883  0.014
H 8.1666 1.8893 1.7140  0.056
Br -3.0222 -2.3324 -3.9529  0.575
C -1.5066 -2.5504 -2.7442  -0.676
C -1.9327 -3.1908 -1.4436  -0.663
Br -2.8352 -1.9053 -0.2870  0.634
H -1.0565 -1.5625 -2.6152  0.055
H -0.8064 -3.1968 -3.2811  0.061
H -1.0607 -3.5225 -0.8733  0.067
H -2.6159 -4.0338 -1.5778  0.050
Br -5.0990 -0.2989 -6.9077  0.588
C -5.8431 0.8112 -5.4867  -0.703
C -5.1193 2.1342 -5.3912  -0.698
Br -3.3934 1.9315 -4.5052  0.608
H -5.7979 0.2237 -4.5658  0.053
H -6.8900 0.9636 -5.7645  0.041
H -5.6788 2.8355 -4.7661  0.057
H -4.9265 2.5951 -6.3638  0.051
Br 3.7167 4.5159 -0.3184  0.644
C 3.6530 4.9799 -2.2121  -0.691
C 2.9112 6.2778 -2.4319  -0.703
Br 0.9825 6.0190 -2.2984  0.582
H 3.2057 4.1298 -2.7342  0.049
H 4.6993 5.0776 -2.5155  0.057
H 3.0781 6.6502 -3.4464  0.053
H 3.1788 7.0581 -1.7144  0.050
Br -1.9490 -2.3724 3.5304  0.618
C -3.5299 -1.8404 4.5420  -0.685
C -4.5144 -1.0994 3.6674  -0.734
Br -3.9374 0.7376 3.3558  0.599
H -3.1801 -1.2541 5.3959  0.053
H -3.9640 -2.7771 4.9032  0.054
H -5.4835 -1.0119 4.1662  0.048
H -4.6561 -1.5601 2.6860  0.004
Br -6.9290 -3.6017 2.3910  0.623
C -6.9927 -3.1377 0.4973  -0.677
C -7.7345 -1.8398 0.2775  -0.688
Br -9.6632 -2.0986 0.4110  0.584
H -7.4400 -3.9878 -0.0248  0.055
H -5.9464 -3.0400 0.1939  0.032
H -7.5676 -1.4674 -0.7370  0.042
H -7.4669 -1.0595 0.9950  0.054
Br 12.1278 -1.6453 4.8861  0.603
C 11.0567 -3.2417 4.5542  -0.694
C 9.8791 -2.9331 3.6591  -0.685
Br 8.4602 -2.0297 4.6468  0.642
H 10.7680 -3.6409 5.5302  0.050
H 11.7383 -3.9442 4.0662  0.054
H 9.4241 -3.8558 3.2888  0.059
H 10.1345 -2.2929 2.8104  0.041
Br -9.4915 -1.6724 -3.5087  0.602
C -9.5552 -1.2084 -5.4024  -0.693
C -10.2970 0.0895 -5.6222  -0.709
Br -12.2257 -0.1693 -5.4887  0.603
H -10.0025 -2.0585 -5.9245  0.055
H -8.5089 -1.1107 -5.7059  0.040
H -10.1301 0.4619 -6.6367  0.057
H -10.0293 0.8698 -4.9047  0.052

Forces on atoms 1 to 3 (eV/Å):
C 0.5 0.1 -0.7
O -0.3 2.5 0.8
C 0.0 -0.5 0.5

(2)
C3H4N2O as an isolated structure in a non-equilibrium geometry. Source: the Open Molecules 2025 dataset; level of theory: the ωB97M-V functional and the def2-TZVPD basis.

- Net charge: 0
- Gap between HOMO and LUMO: 7.7 eV
- Energy relative to the best compared isomer or geometry (same formula, charge and spin): 654.5 kJ/mol
- E_HOMO: -7.68 eV
- LUMO level: 0.0019 Ha

Last column: Löwdin charge in e.
Geometry (Å):
C 0.4095 -1.1181 1.0946  0.099
C 0.3203 0.5453 -0.0881  -0.047
C 1.0350 1.1969 -1.0995  -0.360
N -0.8884 -0.9949 0.7571  -0.111
N -0.9612 0.0274 -0.1122  -0.032
O 0.5237 2.0088 -1.8636  -0.018
H 0.7039 -1.3497 2.1067  0.034
H 2.1318 1.0564 -1.0545  0.111
H -1.7212 -1.3816 1.1981  0.160
H -1.5535 0.0093 -0.9387  0.163

Forces on atoms 1 to 3 (eV/Å):
C 0.1 3.4 -3.0
C -0.1 -3.4 3.3
C 0.6 0.5 -0.4

(3)
A 9-piece molecular cluster, CH19O9 overall in a non-equilibrium geometry. Source: the Open Molecules 2025 dataset; level of theory: the ωB97M-V functional and the def2-TZVPD basis.

- Net charge: -1
- Gap between HOMO and LUMO: 8.2 eV
- Energy relative to the best compared isomer or geometry (same formula, charge and spin): 42.3 kJ/mol
- E_HOMO: -5.27 eV
- LUMO level: 0.1060 Ha

Last column: Löwdin charge in e.
Geometry (Å):
C -0.0334 -0.9608 -0.0949  -0.278
O 0.7785 0.1790 0.0179  -0.448
H -1.0415 -0.6495 -0.4233  0.055
H 0.4039 -1.6926 -0.7966  0.064
H -0.1520 -1.4434 0.8915  0.059
O 1.5759 2.6356 1.0380  -0.085
H 2.4958 2.3819 0.9356  -0.006
H 1.0785 1.8172 0.7997  -0.009
O -4.3851 -1.6271 -1.3381  -0.087
H -4.2589 -2.0661 -0.4925  0.026
H -3.4931 -1.6141 -1.7284  -0.011
O 1.8441 -0.5053 3.0583  -0.070
H 1.5107 -0.1993 2.1963  -0.003
H 2.4065 0.2122 3.3617  0.033
O -1.9737 -2.5104 -2.5355  -0.054
H -2.1359 -2.6835 -3.4682  0.053
H -1.0982 -2.1013 -2.4982  0.039
O 3.5992 -0.0042 -0.1311  -0.096
H 2.6131 0.0026 -0.1962  -0.007
H 3.8091 0.7622 0.4065  -0.001
O -1.3296 2.2529 -0.3067  -0.066
H -0.7698 1.5195 -0.6202  -0.009
H -2.0806 2.2807 -0.9065  0.024
O 1.1639 0.9399 -2.7508  -0.093
H 0.8316 0.7165 -1.8575  -0.016
H 1.9847 1.4031 -2.5609  0.023
O -1.0695 0.7033 3.3883  -0.057
H -1.7179 0.1253 3.7997  0.024
H -0.5562 0.1258 2.8124  0.001

Forces on atoms 1 to 3 (eV/Å):
C 0.5 1.2 0.5
O 0.1 -0.2 -0.3
H -0.1 -0.5 -0.1

(4)
C32H28Cl3N3O7PSiW as an isolated structure in a non-equilibrium geometry. Source: the Open Molecules 2025 dataset; level of theory: the ωB97M-V functional and the def2-TZVPD basis.

- Net charge: -1
- Gap between HOMO and LUMO (spin up / spin down): 6.2 / 6.1 eV
- Energy relative to the best compared isomer or geometry (same formula, charge and spin): 0.0 kJ/mol
- E_HOMO (spin up / spin down): -3.91 / -3.80 eV
- LUMO level (spin up / spin down): 0.0834 / 0.0834 Ha

Last column: Löwdin charge in e.
Geometry (Å):
W -0.7266 -0.9782 1.3455  1.435
O -2.8690 -1.3492 2.0381  -0.300
C -3.2989 -2.4973 2.7634  -0.197
C -2.6074 -3.7082 2.1822  -0.147
N -1.1830 -3.4161 2.0308  -0.226
C -0.6500 -4.0915 0.8464  -0.092
C -1.1462 -3.4044 -0.4208  -0.619
O -1.2558 -4.0239 -1.4615  0.052
O -1.4098 -2.1443 -0.2661  -0.180
C -0.3761 -3.7000 3.2107  -0.104
C 0.9848 -3.0253 3.0359  -0.655
O 1.9605 -3.4499 3.6355  0.031
O 0.9652 -2.0468 2.2055  -0.243
H -3.4141 -1.2239 1.2094  -0.014
H -4.3847 -2.5831 2.6945  0.134
H -3.0268 -2.3371 3.8037  0.059
H -3.0196 -3.9124 1.1922  0.132
H -2.7745 -4.5964 2.8047  0.133
H -0.9200 -5.1521 0.8197  0.136
H 0.4379 -4.0124 0.8561  0.134
H -0.2317 -4.7752 3.3651  0.132
H -0.8554 -3.2759 4.0953  0.090
N 0.6542 -0.2081 0.4111  -0.342
P 1.7005 0.5664 -0.4491  0.872
C 2.9818 -0.6000 -0.9609  -0.271
C 3.3127 -1.6032 -0.0489  -0.048
C 4.3065 -2.5145 -0.3721  -0.066
C 4.9608 -2.4325 -1.5949  -0.090
C 4.6196 -1.4434 -2.5066  -0.091
C 3.6268 -0.5262 -2.1906  -0.091
C 0.9177 1.1830 -1.9591  -0.285
C -0.0357 0.3389 -2.5329  -0.064
C -0.7375 0.7541 -3.6538  -0.066
C -0.4978 2.0087 -4.1996  -0.090
C 0.4403 2.8527 -3.6224  -0.089
C 1.1450 2.4441 -2.4982  -0.072
C 2.5786 1.9252 0.3382  -0.270
C 2.0847 2.4565 1.5200  -0.088
C 2.7735 3.4796 2.1565  -0.067
C 3.9441 3.9761 1.6053  -0.086
C 4.4410 3.4448 0.4196  -0.090
C 3.7654 2.4131 -0.2098  -0.090
H 2.7744 -1.6756 0.8925  0.092
H 4.5624 -3.2946 0.3335  0.108
H 5.7317 -3.1512 -1.8444  0.098
H 5.1170 -1.3925 -3.4670  0.098
H 3.3402 0.2325 -2.9108  0.103
H -0.2535 -0.6236 -2.0797  0.103
H -1.4852 0.1022 -4.0871  0.110
H -1.0587 2.3365 -5.0661  0.100
H 0.6122 3.8386 -4.0362  0.100
H 1.8541 3.1158 -2.0298  0.102
H 1.1639 2.0744 1.9328  0.024
H 2.3855 3.8786 3.0848  0.100
H 4.4805 4.7750 2.1028  0.099
H 5.3627 3.8237 -0.0034  0.098
H 4.1715 1.9774 -1.1152  0.101
Cl -1.4873 -0.8454 5.2856  0.159
Si -1.0595 0.3106 3.5321  -0.561
Cl 0.4044 1.5828 4.3660  0.175
Cl -2.7442 1.5926 3.5205  0.148
O -0.6477 2.3361 0.3272  0.057
C -1.6484 1.7574 -0.0300  -0.432
N -2.0518 0.4690 0.3024  0.007
C -3.3015 0.2673 -0.2002  -0.372
O -4.0737 -0.6307 0.1361  0.079
C -3.6773 1.4098 -1.0911  -0.080
C -4.7795 1.6303 -1.8870  -0.001
C -4.8104 2.8255 -2.6056  -0.080
C -3.7796 3.7557 -2.4995  -0.079
C -2.6817 3.5227 -1.6719  -0.006
C -2.6596 2.3315 -0.9829  -0.086
H -5.5774 0.9022 -1.9533  0.117
H -5.6511 3.0388 -3.2543  0.096
H -3.8376 4.6761 -3.0676  0.097
H -1.8760 4.2384 -1.5710  0.119

Forces on atoms 1 to 3 (eV/Å):
W -0.1 -0.7 -0.1
O 1.0 -0.4 1.3
C 0.2 0.2 0.0

(5)
An isolated molecule of C5H9NO. Source: the Open Molecules 2025 dataset; level of theory: the ωB97M-V functional and the def2-TZVPD basis.

- Net charge: 0
- Gap between HOMO and LUMO: 9.2 eV
- Energy relative to the best compared isomer or geometry (same formula, charge and spin): 371.2 kJ/mol
- E_HOMO: -8.13 eV
- LUMO level: 0.0406 Ha

Last column: Löwdin charge in e.
Geometry (Å):
C -2.8532 -0.6726 0.4032  -0.153
C -1.8592 0.4551 0.3720  -0.122
N -0.6503 0.0201 0.6291  -0.072
C 0.5372 0.8525 0.5037  -0.150
C 1.3400 0.3507 -0.6697  -0.290
C 2.7787 0.1061 -0.5951  -0.114
O 1.8544 -0.9671 -0.4945  -0.048
H -3.4047 -0.6619 -0.5444  0.063
H -3.5980 -0.4779 1.1833  0.064
H -2.4363 -1.6867 0.5532  0.062
H 0.1852 1.8742 0.3452  0.119
H -0.4332 -0.9681 0.8050  0.139
H 1.1362 0.8081 1.4215  0.128
H 0.8820 0.5197 -1.6458  0.148
H 3.3737 0.1189 -1.5072  0.112
H 3.3183 0.3446 0.3214  0.114

Forces on atoms 1 to 3 (eV/Å):
C -0.1 0.0 0.0
C 0.3 -0.5 0.1
N -0.3 0.1 -0.1

(6)
C10H19AuGeN6O3S as an isolated structure in a non-equilibrium geometry. Source: the Open Molecules 2025 dataset; level of theory: the ωB97M-V functional and the def2-TZVPD basis.

- Net charge: 0
- Expectation value of S²: 2.0099
- Gap between HOMO and LUMO (spin up / spin down): 6.3 / 6.4 eV
- E_HOMO (spin up / spin down): -6.52 / -7.08 eV
- LUMO level (spin up / spin down): -0.0071 / -0.0250 Ha
- 2S+1: 3

Last column: Mulliken spin population.
Geometry (Å):
Au 0.6765 0.2805 0.0376  0.443
N 3.4607 0.8493 -0.1113  0.033
N 3.6403 2.2276 -0.1298  0.004
C 2.5667 3.0505 -0.0405  -0.004
N 2.7636 4.3686 0.0700  0.000
N 1.3782 2.4873 -0.0722  0.004
N 0.2264 3.1536 -0.0071  -0.007
O -0.7629 2.4365 0.0512  0.006
O 0.1879 4.3835 -0.0158  0.004
H 3.7185 0.4220 0.7730  -0.003
H 3.9298 0.3963 -0.8875  -0.009
H 4.5613 2.6297 0.0260  0.001
H 3.6756 4.7856 0.0572  0.000
H 1.9118 4.9322 0.0675  0.000
O -1.6446 -0.3644 0.3757  -0.001
N -2.0853 -0.0041 1.5252  -0.001
C -3.4119 0.1943 1.6517  0.003
C -4.0130 0.4609 2.8542  0.000
C -3.2181 0.5621 3.9913  0.003
C -1.8561 0.4446 3.8490  -0.002
C -1.2729 0.1672 2.6118  -0.017
S 0.4336 0.0091 2.5334  0.211
H -3.9663 0.0878 0.7314  0.000
H -5.0825 0.5845 2.8984  0.000
H -3.6564 0.7269 4.9613  0.000
H -1.1943 0.5415 4.6953  -0.003
C 1.0551 -1.8326 -3.4864  0.050
Ge 0.0394 -2.4622 -1.8875  0.004
C -1.8504 -1.9420 -2.1561  0.051
C 0.1319 -4.4543 -1.7846  0.043
C 0.8879 -1.6805 -0.3512  1.216
H 0.6107 -2.1907 -4.4101  0.000
H 2.0869 -2.1688 -3.4550  -0.001
H 1.0512 -0.7465 -3.5076  -0.010
H -2.2155 -2.3660 -3.0870  -0.001
H -1.9356 -0.8630 -2.1855  -0.002
H -2.4554 -2.3051 -1.3343  0.000
H -0.3050 -4.8706 -2.6875  0.003
H -0.4357 -4.8197 -0.9348  -0.005
H 1.1517 -4.8147 -1.6999  -0.002
H 1.2146 -2.2981 0.4723  -0.008

Forces on atoms 1 to 3 (eV/Å):
Au 0.8 -0.8 -0.2
N 0.5 -0.1 -0.1
N 0.2 0.1 0.2

net charge of number 2 (C3H4N2O)?
0

net charge of number 4 (C32H28Cl3N3O7PSiW)?
-1

What is the net charge in the second record?
0